# 1
Entry from the Open Molecules 2025 dataset: 6 unconnected molecules or ions with the total composition C6H25NO6 (ωB97M-V/def2-TZVPD).

Geometry (Å):
1 C 1.2686 -0.6022 2.1294
2 C -0.0120 -0.0006 1.5984
3 N -0.0099 -0.0375 0.0714
4 C 2.3046 2.6143 -1.4780
5 C 1.4548 1.3899 -1.4105
6 C 0.1474 1.4126 -0.4592
7 C -1.1020 1.6395 -1.2799
8 O -1.4178 3.0320 -1.5293
9 H 2.0766 -0.0987 1.5772
10 H 1.2993 -1.7180 2.0807
11 H 1.6592 -0.1919 3.0259
12 H -0.9078 -0.4288 2.1027
13 H 0.0642 1.0794 1.9728
14 H -0.9197 -0.2647 -0.3232
15 H 3.2646 2.3443 -1.7590
16 H 2.1803 3.1716 -0.6329
17 H 2.0459 3.2485 -2.3437
18 H 1.9218 0.4217 -1.0160
19 H 1.2407 0.9634 -2.4007
20 H 0.1763 2.2669 0.2435
21 H -1.0751 0.9994 -2.1873
22 H -1.9641 1.4650 -0.6375
23 H -0.7608 3.5278 -2.0039
24 H -1.2496 -2.9228 -1.0182
25 H -2.2939 -2.0703 -1.6366
26 O -2.2498 -2.7523 -0.8515
27 H 2.4305 -2.2973 1.0298
28 H 2.3824 -1.3206 -0.2706
29 O 2.4123 -2.1785 0.0642
30 H -2.9733 -3.2451 1.6390
31 H -1.9861 -2.5515 2.6505
32 O -2.8849 -2.8124 2.5455
33 H -3.6081 1.6357 1.9766
34 H -2.2902 1.5364 2.5777
35 O -2.6684 1.6132 1.6997
36 H 1.1568 -3.6042 -1.7944
37 H 0.5297 -2.1553 -1.8060
38 O 0.3572 -3.1089 -2.1466

Results
SMILES = CCN[C@@H](CC)CO.O.O.O.O.O
HOMO = -0.353 Eh
Frontier orbital gap = 10.075 eV
E_LUMO = 0.5 eV
Energy relative to the best compared isomer or geometry (same formula, charge and spin) = 92.7 kcal per mole
Strongest force on any atom = 0.085 hartree/bohr

Taken from the Mulliken analysis, the atomic charges in e are: number 1, C, carries -1.493; number 2, C, carries -0.128; number 3, N, carries 0.012; number 4, C, carries -1.535; number 5, C, carries 0.420; number 6, C, carries 0.150; number 7, C, carries -0.956; number 8, O, carries -0.549; number 9, H, carries 0.333; number 10, H, carries 0.191; number 11, H, carries 0.507; number 12, H, carries 0.392; number 13, H, carries 0.189; number 14, H, carries 0.122; number 15, H, carries 0.450; number 16, H, carries 0.422; number 17, H, carries 0.318; number 18, H, carries -0.388; number 19, H, carries 0.360; number 20, H, carries 0.254; number 21, H, carries 0.350; number 22, H, carries 0.405; number 23, H, carries 0.293; number 24, H, carries 0.390; number 25, H, carries 0.302; number 26, O, carries -0.660; number 27, H, carries 0.272; number 28, H, carries 0.269; number 29, O, carries -0.656; number 30, H, carries 0.326; number 31, H, carries 0.310; number 32, O, carries -0.652; number 33, H, carries 0.291; number 34, H, carries 0.273; number 35, O, carries -0.543; number 36, H, carries 0.341; number 37, H, carries 0.357; number 38, O, carries -0.741

# 2
Entry from the Open Molecules 2025 dataset: a molecular structure, C6H26HgN2O9 (ωB97M-V/def2-TZVPD).

Geometry (Å):
1 Hg 19.8197 6.3093 3.0040
2 C 17.3995 9.2087 3.1366
3 C 17.8328 8.4657 1.8729
4 O 19.2000 8.2703 1.8047
5 H 18.0122 10.0796 3.3714
6 H 17.5463 8.5860 4.0245
7 H 16.3349 9.4436 3.0838
8 H 17.3753 8.9376 0.9936
9 H 17.3556 7.4735 1.8497
10 C 17.1372 5.4802 4.9525
11 O 18.4339 6.0286 4.8334
12 H 16.3681 6.0900 4.4715
13 H 17.1760 4.4490 4.5902
14 H 16.8887 5.4471 6.0171
15 C 14.2401 2.0633 3.6720
16 C 15.7115 1.7715 4.0323
17 O 16.0857 0.4900 3.4864
18 O 14.1160 2.5660 2.3377
19 H 13.7793 2.7720 4.3600
20 H 13.6958 1.1258 3.8045
21 H 15.9681 1.7701 5.0911
22 H 16.3553 2.5336 3.5848
23 H 16.3210 0.7226 2.5830
24 H 14.2292 1.7620 1.8176
25 C 18.4321 5.8568 9.1204
26 O 18.7096 6.2388 10.2552
27 N 19.0963 6.2369 8.0071
28 N 17.3631 5.0640 8.8772
29 H 19.9672 6.7244 8.1178
30 H 18.8239 5.8109 7.1319
31 H 16.7932 4.7854 9.6542
32 H 17.0981 4.8329 7.9390
33 O 18.6041 4.8950 1.6618
34 H 18.7577 4.7139 0.7265
35 H 17.7727 4.4498 1.8687
36 O 15.0186 7.6265 7.0275
37 H 15.9251 7.8237 6.7711
38 H 14.9564 7.9232 7.9408
39 O 19.9394 3.2666 6.7024
40 H 20.7538 3.3192 7.2122
41 H 20.0785 3.8605 5.9609
42 O 19.4443 8.9344 6.0120
43 H 18.5426 8.9998 5.6869
44 H 19.5043 8.0465 6.3755

Results
HOMO = -0.334 Eh
Frontier orbital gap = 6.353 eV
E_LUMO = -2.7 eV
Strongest force on any atom = 0.064 hartree/bohr

Taken from the Mulliken analysis, the atomic charges in e are: number 1, Hg, carries 1.255; number 2, C, carries -0.097; number 3, C, carries -0.292; number 4, O, carries -0.746; number 5, H, carries 0.358; number 6, H, carries -0.577; number 7, H, carries 0.350; number 8, H, carries 0.342; number 9, H, carries 0.134; number 10, C, carries -0.106; number 11, O, carries -0.581; number 12, H, carries 0.282; number 13, H, carries -0.095; number 14, H, carries -0.188; number 15, C, carries -0.382; number 16, C, carries -0.131; number 17, O, carries -0.547; number 18, O, carries -0.526; number 19, H, carries 0.368; number 20, H, carries 0.266; number 21, H, carries 0.361; number 22, H, carries -0.022; number 23, H, carries 0.337; number 24, H, carries 0.304; number 25, C, carries 0.496; number 26, O, carries -0.699; number 27, N, carries -0.212; number 28, N, carries -0.243; number 29, H, carries 0.233; number 30, H, carries 0.022; number 31, H, carries 0.217; number 32, H, carries 0.168; number 33, O, carries -0.561; number 34, H, carries 0.283; number 35, H, carries 0.293; number 36, O, carries -0.624; number 37, H, carries 0.304; number 38, H, carries 0.322; number 39, O, carries -0.622; number 40, H, carries 0.311; number 41, H, carries 0.262; number 42, O, carries -0.643; number 43, H, carries 0.315; number 44, H, carries 0.312

# 3
Entry from the Open Molecules 2025 dataset: 9 unconnected molecules or ions with the total composition C6H26NO9 (ωB97M-V/def2-TZVPD).

Geometry (Å):
1 C -2.4469 -1.8325 -2.7899
2 O -1.5057 -2.3597 -3.8203
3 C -1.9495 -0.8719 -1.7674
4 C -1.1049 -1.4633 -0.6233
5 C -1.5725 -1.0671 0.7684
6 C -2.2166 0.0797 1.0062
7 N -2.4476 0.6988 2.2197
8 C -1.5292 1.1078 2.9678
9 H -2.8407 -2.7645 -2.3777
10 H -3.1218 -1.3793 -3.4841
11 H -2.8401 -0.2982 -1.5022
12 H -1.3053 -0.1515 -2.2704
13 H -1.2183 -2.5508 -0.7013
14 H -0.0571 -1.1934 -0.7370
15 H -1.1234 -1.5173 1.6513
16 H -2.5005 0.7009 0.1432
17 H -0.4661 0.8551 2.7918
18 H -1.6238 1.7267 3.8511
19 H 3.4242 -0.0850 4.2117
20 H 2.8826 0.9489 3.1045
21 O 3.1522 0.8159 4.0252
22 H 1.2071 1.0996 -1.6812
23 H -0.0479 2.1980 -0.1855
24 O 0.8664 2.1460 -0.4885
25 H 1.6325 1.4697 0.4682
26 H 1.1110 0.1917 1.3032
27 O 1.8819 0.7647 1.2781
28 H -0.6425 -1.9880 -3.6011
29 H 2.4921 0.4157 -2.2222
30 O 1.5235 0.3329 -2.2418
31 H 1.5682 -1.7817 -2.0240
32 H 2.1964 -1.9544 -0.5023
33 O 1.8419 -2.3438 -1.2991
34 H 0.6122 4.7578 -2.1040
35 H 0.3969 3.0597 -2.2806
36 O 0.3034 3.9742 -2.5659
37 H 0.7460 -3.3219 1.9314
38 H 0.8783 -4.7879 1.3521
39 O 1.2925 -4.1072 1.8843
40 H 0.7476 2.7217 1.0171
41 H 1.1798 3.0945 2.4751
42 O 0.4837 3.2665 1.8355

Results
Charge = -1
HOMO = -0.226 Eh
Frontier orbital gap = 8.977 eV
E_LUMO = 2.8 eV
Energy relative to the best compared isomer or geometry (same formula, charge and spin) = 27.3 kcal per mole
Strongest force on any atom = 0.054 hartree/bohr

Taken from the Mulliken analysis, the atomic charges in e are: number 1, C, carries -0.781; number 2, O, carries -0.548; number 3, C, carries -0.708; number 4, C, carries 0.937; number 5, C, carries -0.429; number 6, C, carries -0.226; number 7, N, carries -0.582; number 8, C, carries 0.007; number 9, H, carries 0.328; number 10, H, carries 0.311; number 11, H, carries 0.373; number 12, H, carries 0.314; number 13, H, carries 0.297; number 14, H, carries -0.423; number 15, H, carries 0.327; number 16, H, carries 0.240; number 17, H, carries 0.010; number 18, H, carries 0.301; number 19, H, carries 0.283; number 20, H, carries 0.373; number 21, O, carries -0.668; number 22, H, carries 0.455; number 23, H, carries 0.185; number 24, O, carries -1.194; number 25, H, carries 0.508; number 26, H, carries 0.126; number 27, O, carries -0.640; number 28, H, carries 0.309; number 29, H, carries 0.276; number 30, O, carries -0.656; number 31, H, carries 0.299; number 32, H, carries 0.315; number 33, O, carries -0.623; number 34, H, carries 0.287; number 35, H, carries 0.344; number 36, O, carries -0.683; number 37, H, carries 0.324; number 38, H, carries 0.314; number 39, O, carries -0.648; number 40, H, carries 0.357; number 41, H, carries 0.301; number 42, O, carries -0.692

# 4
Entry from the Open Molecules 2025 dataset: 7 unconnected molecules or ions with the total composition C6H26O7 (ωB97M-V/def2-TZVPD).

Geometry (Å):
1 C -1.3074 2.0734 -1.4684
2 O -0.4194 1.5701 -2.4952
3 C -0.4339 2.3075 -0.2289
4 C -0.3049 1.0378 0.5864
5 C 0.2419 1.3229 1.9980
6 C 0.4788 -0.0976 2.6259
7 C 1.5805 2.0383 1.9424
8 H -2.0848 1.3086 -1.3284
9 H -1.6870 3.0168 -1.8333
10 H -0.4053 2.1610 -3.2380
11 H -0.7829 3.0755 0.4663
12 H 0.5998 2.6198 -0.4226
13 H -1.2474 0.4863 0.6558
14 H 0.3320 0.2731 0.1230
15 H -0.5026 1.8030 2.6491
16 H -0.2937 -0.3723 3.3485
17 H 1.4356 -0.0079 3.1823
18 H 0.7546 -0.8427 1.8847
19 H 1.5849 3.0285 1.4843
20 H 2.4069 1.4632 1.5601
21 H 1.8171 2.4282 2.9282
22 H -2.4888 1.3789 3.0833
23 H -2.8986 0.2588 1.9863
24 O -3.0005 1.1708 2.2849
25 H 1.9480 -1.6738 -1.9025
26 H 2.9277 -1.2521 -0.7054
27 O 2.4111 -1.9648 -1.0985
28 H 1.4132 0.6287 -3.2947
29 H 0.7209 -0.6472 -3.2640
30 O 1.6176 -0.3035 -3.4083
31 H -0.9890 -3.0088 1.8373
32 H -1.2159 -2.7334 0.3924
33 O -1.5456 -3.2946 1.1053
34 H -1.8049 -1.4753 -2.1669
35 H -0.7275 -0.8271 -3.1089
36 O -1.3562 -1.5380 -3.0108
37 H 1.6013 -2.5865 0.7320
38 H 2.6573 -2.7212 1.7505
39 O 1.7081 -2.8752 1.6528

Results
SMILES = CC(C)CCCO.O.O.O.O.O.O
HOMO = -0.396 Eh
Frontier orbital gap = 10.931 eV
E_LUMO = 0.2 eV
Energy relative to the best compared isomer or geometry (same formula, charge and spin) = 49.4 kcal per mole
Strongest force on any atom = 0.046 hartree/bohr

Taken from the Mulliken analysis, the atomic charges in e are: number 1, C, carries -0.616; number 2, O, carries -0.389; number 3, C, carries -0.626; number 4, C, carries -0.122; number 5, C, carries 0.978; number 6, C, carries -1.408; number 7, C, carries -1.867; number 8, H, carries 0.222; number 9, H, carries 0.363; number 10, H, carries 0.212; number 11, H, carries 0.342; number 12, H, carries 0.329; number 13, H, carries 0.177; number 14, H, carries 0.099; number 15, H, carries 0.067; number 16, H, carries 0.303; number 17, H, carries 0.383; number 18, H, carries 0.304; number 19, H, carries 0.452; number 20, H, carries 0.284; number 21, H, carries 0.510; number 22, H, carries 0.309; number 23, H, carries 0.327; number 24, O, carries -0.629; number 25, H, carries 0.324; number 26, H, carries 0.301; number 27, O, carries -0.657; number 28, H, carries 0.354; number 29, H, carries 0.227; number 30, O, carries -0.653; number 31, H, carries 0.337; number 32, H, carries 0.282; number 33, O, carries -0.622; number 34, H, carries 0.316; number 35, H, carries 0.348; number 36, O, carries -0.613; number 37, H, carries 0.355; number 38, H, carries 0.291; number 39, O, carries -0.592